DFT (ωB97M-V/def2-TZVPD) results for an isolated molecule of C4H7N3O at a distorted geometry.

Summary:
Energy relative to the best compared isomer or geometry (same formula, charge and spin) = 139.3 kcal/mol
Total energy = -395.926452 a.u.

Geometry as ORCA input:
```
! wB97M-V def2-TZVPD RIJCOSX def2/J DEFGRID3
* xyz 0 1
N 1.320 -1.369 -0.374
N 2.077 -0.223 -0.331
C 1.359 0.764 -0.004
C -0.231 0.774 0.118
C -1.036 0.486 -1.053
N -2.003 -0.401 -0.970
O -1.785 -0.913 0.164
C -0.929 -0.133 1.064
H 0.450 -1.289 0.133
H 1.864 -2.295 -0.520
H 1.835 1.758 -0.100
H -0.396 1.759 0.368
H -1.008 1.331 -1.774
H 0.020 -0.716 1.423
H -1.536 0.467 1.857
*
```

Taken from the Mulliken analysis, the atomic charges in e are:
1 N -0.173
2 N -0.500
3 C -0.196
4 C -0.226
5 C 0.004
6 N -0.345
7 O -0.197
8 C -0.570
9 H 0.103
10 H 0.263
11 H 0.374
12 H 0.443
13 H 0.350
14 H 0.376
15 H 0.293